[1]
This record from the Open Molecules 2025 dataset describes 9 unconnected molecules or ions with the total composition H18O9. The level of theory is wB97M-V/def2-TZVPD.

The value obtained for the gap between HOMO and LUMO is 10.57 eV. As for the structure (SMILES): O.O.O.O.O.O.O.O.O. For the LUMO energy, the calculation gives -0.0028 Ha. The calculated total energy comes out at -18719.7270 eV. Its max |F| is 2.4 eV/Å.

Geometry (Å):
O: 2.05 0.63 -2.19
O: -1.40 0.44 2.30
O: 0.20 -1.70 2.93
O: -0.22 0.77 -0.31
O: 0.79 -2.46 -2.58
O: 1.05 3.23 0.70
O: -1.91 -1.45 -0.02
O: -1.60 -0.41 -2.76
O: 1.87 -0.06 1.33
H: -2.84 -1.35 -0.11
H: -0.94 1.20 2.68
H: 1.63 -0.26 2.24
H: 1.42 0.92 -1.55
H: -1.40 0.56 1.36
H: 0.22 -1.72 -2.55
H: 0.19 -1.55 3.89
H: -0.38 -0.97 2.53
H: -0.64 -0.03 -0.62
H: -1.75 0.48 -2.54
H: 0.89 -2.80 -1.68
H: -2.51 -0.77 -2.72
H: 2.80 1.08 -1.85
H: 1.59 3.93 0.31
H: 0.32 0.46 0.47
H: 0.27 2.96 0.19
H: 2.13 0.85 1.39
H: -1.82 -1.98 -0.83

---

[2]
This record from the Open Molecules 2025 dataset describes a molecular structure, C18H27N3O4ReS. The level of theory is wB97M-V/def2-TZVPD.

As for the net charge: +4. The value obtained for the gap between HOMO and LUMO (spin up / spin down) is 7.52 / 7.05 eV. For the LUMO energy (spin up / spin down), the calculation gives -0.4374 / -0.4374 Ha. As for the expectation value of S²: 0.76. The spin multiplicity is 2. The calculated total energy comes out at -44683.2290 eV. Its max |F| is 0.1 eV/Å.

Geometry (Å):
Re: -4.42 1.01 1.68
S: 2.87 -1.24 -1.34
O: 1.76 1.45 -0.43
O: 3.27 -1.51 -2.65
O: 3.61 -1.05 -0.17
O: 0.81 3.32 0.10
N: -2.40 0.89 1.00
N: -0.46 0.02 0.43
N: 0.84 2.13 -0.01
C: -5.54 1.45 3.50
C: 21.52 -2.60 -8.56
C: -8.11 -0.56 4.11
C: -6.74 -2.00 2.54
C: -6.73 -0.80 3.47
C: -0.36 1.41 0.38
C: -6.60 0.76 1.43
C: 1.07 -1.13 -1.16
C: -6.16 1.96 0.81
C: -6.31 0.49 2.79
C: -5.11 2.67 2.89
C: -1.55 1.94 0.72
C: -1.72 -0.26 0.82
C: 0.64 -0.95 0.30
C: -5.43 2.95 1.53
C: -4.98 4.22 0.86
C: 22.78 -3.03 -8.93
C: -2.28 -1.61 1.07
H: -6.33 2.10 -0.25
H: 22.94 -3.49 -9.90
H: -4.14 4.67 1.38
H: -5.81 4.93 0.88
H: -1.84 2.98 0.78
H: 23.62 -2.90 -8.26
H: -1.78 -2.10 1.91
H: -8.86 -0.36 3.34
H: -6.01 -0.98 4.27
H: 21.36 -2.16 -7.58
H: 0.31 -1.89 0.72
H: 0.70 -2.02 -1.68
H: -4.72 4.05 -0.19
H: -5.21 1.23 4.51
H: -8.41 -1.45 4.65
H: -7.08 0.01 0.82
H: -3.34 -1.55 1.32
H: -5.79 -2.13 2.01
H: 0.87 -0.26 -1.79
H: 22.33 -1.79 -9.18
H: -2.20 -2.25 0.19
H: 1.46 -0.58 0.90
H: -6.92 -2.91 3.11
H: -4.47 3.35 3.44
H: 20.68 -2.74 -9.22
H: -8.09 0.27 4.81
H: -7.54 -1.93 1.79

---

[3]
This record from the Open Molecules 2025 dataset describes 2 unconnected molecules or ions with the total composition C3H6NO2. The level of theory is wB97M-V/def2-TZVPD.

As for the net charge: -1. The value obtained for the gap between HOMO and LUMO (spin up / spin down) is 4.72 / 4.08 eV. For the LUMO energy (spin up / spin down), the calculation gives 0.1252 / 0.1136 Ha. The calculated total energy comes out at -8787.2355 eV. Its max |F| is 3.7 eV/Å.

Geometry (Å):
O: 0.18 -0.89 -1.50
O: -0.83 4.22 -0.20
N: -1.20 3.04 0.03
C: 0.93 -0.42 0.88
C: -0.13 -0.51 -0.15
C: -0.43 -1.81 -0.65
H: 1.75 0.23 0.77
H: 0.45 -0.06 1.79
H: 0.26 -2.64 -0.43
H: -1.34 -2.17 -0.96
H: -0.84 2.45 -0.70
H: 1.21 -1.44 1.12

---

[4]
This record from the Open Molecules 2025 dataset describes 2 unconnected molecules or ions with the total composition C3H6O5. The level of theory is wB97M-V/def2-TZVPD.

The value obtained for the gap between HOMO and LUMO is 10.78 eV. As for the structure (SMILES): O=COCC(=O)O.O. For the LUMO energy, the calculation gives 0.0041 Ha. The calculated total energy comes out at -13444.6068 eV. Its max |F| is 5.6 eV/Å.

Geometry (Å):
O: 2.50 -2.35 -0.48
O: 0.23 -2.51 -0.04
O: 0.46 2.17 0.96
O: -2.49 1.28 -1.28
O: 0.20 0.10 -0.06
C: 1.25 -0.55 0.61
C: 1.41 -1.89 -0.02
C: 0.00 1.49 0.01
H: -0.74 1.88 -0.71
H: -3.12 0.83 -0.67
H: -2.40 2.19 -0.91
H: -0.49 -1.98 0.38
H: 2.22 -0.03 0.55
H: 0.96 -0.61 1.68

---

[5]
This record from the Open Molecules 2025 dataset describes 3 unconnected molecules or ions with the total composition C10H25N2O4S2. The level of theory is wB97M-V/def2-TZVPD.

As for the net charge: -1. The value obtained for the gap between HOMO and LUMO is 6.33 eV. For the LUMO energy, the calculation gives 0.0870 Ha. The calculated total energy comes out at -43615.7459 eV. Its max |F| is 0.5 eV/Å.

Geometry (Å):
S: -1.65 3.31 -2.13
S: 1.17 -0.44 4.02
O: -2.65 2.67 -1.26
O: -0.11 -0.33 3.27
O: 3.69 -0.12 -1.17
O: 2.65 -0.67 -3.10
N: 1.17 -2.50 -1.51
N: -1.53 -0.02 -0.23
C: -1.95 -1.42 -0.23
C: 2.76 -0.60 -1.85
C: 0.74 -0.19 5.75
C: -2.55 4.10 -3.48
C: -1.29 -2.23 -1.36
C: 1.54 -1.17 -1.03
C: 1.79 -1.09 0.47
C: 2.03 1.12 3.83
C: -0.92 1.99 -3.10
C: -0.06 -3.07 -0.97
H: -2.29 0.61 0.01
H: 2.37 1.18 2.79
H: 1.94 -3.15 -1.41
H: 0.71 -0.50 -1.28
H: -1.72 1.42 -3.57
H: 0.15 0.72 5.85
H: 1.66 -0.06 0.81
H: -0.25 2.41 -3.85
H: -0.80 0.12 0.46
H: 2.89 1.15 4.50
H: -0.14 -4.08 -1.38
H: -0.96 -1.53 -2.14
H: -3.12 4.92 -3.05
H: -1.73 -1.89 0.74
H: 0.14 -1.05 6.06
H: -2.04 -2.88 -1.81
H: -0.36 1.36 -2.41
H: 1.09 -1.71 1.05
H: -3.23 3.37 -3.92
H: -1.85 4.47 -4.22
H: -0.06 -3.19 0.13
H: 1.34 1.94 4.04
H: 1.65 -0.14 6.35
H: -3.03 -1.45 -0.36
H: 2.82 -1.36 0.70

---

[6]
This record from the Open Molecules 2025 dataset describes a molecular structure, C41H41N6O7PSTm. The level of theory is wB97M-V/def2-TZVPD.

As for the net charge: +1. The value obtained for the gap between HOMO and LUMO (spin up / spin down) is 7.97 / 7.97 eV. For the LUMO energy (spin up / spin down), the calculation gives -0.0940 / -0.0941 Ha. As for the expectation value of S²: 2.00. The spin multiplicity is 3. The calculated total energy comes out at -116104.6684 eV. Its max |F| is 2.1 eV/Å.

Geometry (Å):
Tm: -0.14 -0.11 -0.26
S: -5.66 -3.55 -3.46
P: -0.52 2.08 -1.90
O: -0.33 -4.75 0.24
O: -1.96 -4.49 -4.83
O: -5.27 -4.23 -4.66
O: -1.54 -2.53 -5.64
O: -5.30 -2.15 -3.32
O: 0.18 -2.08 0.17
O: -0.66 1.25 1.19
N: -2.64 -3.21 -2.34
N: -1.84 -3.28 -4.74
N: -1.72 -1.28 -1.75
N: 1.99 0.43 -1.75
N: 1.56 -0.08 1.13
N: 1.64 1.30 1.31
C: -7.43 -3.69 -3.19
C: 0.14 -4.76 -1.10
C: 0.82 2.09 -3.14
C: -3.37 -4.48 -2.24
C: 0.53 -4.19 1.16
C: 1.78 5.32 2.19
C: -2.47 -2.31 -1.35
C: -2.02 -2.67 -3.45
C: 0.48 1.89 1.35
C: 0.41 4.69 -1.60
C: 1.68 -2.26 2.05
C: -2.10 5.86 -1.49
C: 2.26 -3.09 3.03
C: -3.20 1.65 -2.04
C: 0.61 5.97 2.55
C: -0.60 5.30 2.48
C: -4.89 -4.42 -2.06
C: -2.06 1.78 -2.84
C: 0.79 -2.81 1.09
C: 0.29 6.06 -1.52
C: -1.46 -1.48 -3.07
C: 1.75 2.79 -5.25
C: -3.46 1.68 -4.79
C: 2.77 1.86 -5.11
C: 0.52 3.33 1.68
C: 1.98 -4.44 3.07
C: -4.59 1.62 -3.99
C: -2.98 -2.48 0.03
C: -1.99 4.48 -1.58
C: 0.79 2.91 -4.27
C: -0.73 3.88 -1.65
C: 1.91 -0.84 2.10
C: 1.11 -4.98 2.12
C: -0.65 3.99 2.04
C: -8.15 -3.34 -4.48
C: 1.88 1.20 -2.97
C: -2.20 1.77 -4.22
C: -4.46 1.59 -2.61
C: 1.74 4.00 1.76
C: 2.85 1.09 -3.97
C: -0.97 6.65 -1.47
H: -0.35 -3.97 -1.68
H: 3.52 1.75 -5.88
H: -3.15 -5.05 -3.14
H: -5.34 1.51 -1.99
H: -7.64 -4.71 -2.87
H: -3.56 1.67 -5.87
H: -7.65 -2.99 -2.38
H: 1.18 6.67 -1.50
H: 2.64 3.46 1.51
H: 2.62 -0.34 -1.91
H: -7.83 -2.36 -4.84
H: -2.93 -3.52 0.35
H: -2.37 -1.89 0.71
H: 3.67 0.39 -3.84
H: -5.28 -5.43 -2.08
H: -2.89 3.88 -1.63
H: 0.01 3.66 -4.36
H: -7.94 -4.07 -5.25
H: 2.43 1.01 -1.04
H: 2.94 -2.66 3.75
H: -2.93 -5.02 -1.39
H: 1.71 3.42 -6.13
H: 2.73 5.84 2.25
H: 1.22 -4.61 -1.15
H: 2.43 -5.07 3.82
H: -3.09 1.63 -0.96
H: 2.37 -0.40 2.98
H: 0.65 6.99 2.89
H: -0.09 -5.73 -1.53
H: -3.08 6.31 -1.46
H: -1.51 5.81 2.77
H: -5.20 -3.91 -1.15
H: 0.87 -6.04 2.13
H: -0.86 -0.81 -3.67
H: -9.23 -3.30 -4.31
H: -4.01 -2.12 0.11
H: -1.33 1.83 -4.86
H: -1.06 7.73 -1.43
H: 1.39 4.23 -1.65
H: -1.59 3.45 2.00
H: -5.57 1.57 -4.44